Formula: C33H31Cl4CoN2O4S2
Source: the OMol25 dataset
Level of theory: ωB97M-V/def2-TZVPD

Summary:
* E_tot: -155281.2913 eV
* total charge: -1
* multiplicity: 2
* LUMO energy (spin up / spin down): 2.1996 / 2.1995 eV
* frontier orbital gap (spin up / spin down): 5.737 / 5.720 eV
* relative energy (zero: lowest compared OMol25 entry of this formula, charge and spin): 159.10 kJ/mol

Each line ends with the Mulliken charge.
Positions of all 77 atoms, in Å:
H -7.3616 0.3792 0.5013  0.379
H 4.3091 0.1450 1.5665  0.163
H -4.0772 3.8288 -1.8447  0.460
C 0.3144 3.2791 3.7380  -1.001
O -1.4486 1.6840 0.3938  -0.618
H -2.7038 0.1028 2.1335  0.017
C -1.1830 -3.5973 2.6487  -0.829
H -3.3486 5.3797 2.7920  0.402
C -5.3286 0.9612 0.1844  -0.604
C -1.1672 -3.5641 -3.3082  0.142
H -6.8556 -0.8907 2.5660  0.373
C -3.5186 5.0399 1.7776  -0.847
H 3.2165 2.0745 -1.0171  0.190
C -3.7336 0.1872 1.8087  0.056
C -4.2853 5.4615 -0.4593  -0.708
C -4.0271 0.8819 0.6514  0.969
O 2.2803 -0.3790 0.5025  -0.379
H -4.7126 6.1344 -1.1923  0.376
H -4.3599 6.9047 1.1253  0.373
C -0.3731 -1.3654 2.0818  -0.105
Co -0.0361 -0.0014 0.6444  1.928
H 6.0179 0.1854 1.1119  0.443
C 1.6453 3.6998 3.6998  0.953
C 4.9970 0.2388 0.7276  -0.873
H 1.5570 1.4679 -1.0393  -0.100
C -0.1441 -1.1723 3.4472  0.391
O 0.4259 -1.0518 -1.1701  -0.744
H 3.0758 4.8364 4.6085  0.214
Cl -4.4635 -1.7706 -1.9207  -0.239
H -2.7108 3.0813 2.1186  0.141
C -0.9499 -3.3736 3.9987  -0.408
C -0.4301 -2.1506 4.3936  -0.762
H 0.2726 -0.2335 3.7999  0.296
H 2.2460 -0.1956 -2.8192  0.334
C -1.8202 -1.5069 -1.4899  -1.461
C -6.3480 0.3303 0.8784  -0.606
H 2.2458 2.1970 -2.4974  0.420
H 1.5066 5.0720 5.2091  0.224
S -2.7404 1.6317 -0.3723  0.093
C 1.9811 2.0337 2.0099  -0.449
H -1.5959 -4.5456 2.3221  0.408
H -1.1212 1.9321 2.9149  0.587
C 2.4954 3.0256 2.8204  -0.729
C -0.0954 2.2710 2.8905  -0.761
C -0.4432 -1.8080 -1.7775  0.024
H -1.1680 -4.1427 4.7314  0.355
Cl 1.5087 -3.2516 -2.9803  -0.237
H 3.9406 0.2018 -2.4935  0.599
C -2.4867 -3.2206 -3.0957  0.207
N 0.7012 1.6602 2.0160  0.360
C -4.7542 -0.4489 2.4982  -0.849
C -0.1509 -2.8483 -2.6576  0.333
H -0.2474 -1.9581 5.4463  0.381
C 2.9338 0.2022 -2.0780  -0.595
C -2.8054 -2.1963 -2.1944  0.305
H -5.5367 1.5013 -0.7315  0.365
N 2.0862 4.7731 4.4443  -0.524
H -1.1073 -2.8207 0.6725  0.186
H -4.5182 -1.0172 3.3888  0.479
C -0.8989 -2.6081 1.7159  0.254
C -3.1614 3.7565 1.4060  -0.101
Cl -0.7619 -4.8448 -4.3980  -0.256
H 5.2861 -0.7930 -1.1771  0.370
H 2.6210 1.5012 1.3214  -0.032
H 4.8539 1.2145 0.2617  0.161
Cl -3.7450 -4.0540 -3.9436  -0.260
O -2.0231 -0.6301 -0.5651  -0.005
C 4.7155 -0.8854 -0.2530  -0.680
C -4.0846 5.8969 0.8407  -0.383
C 2.4676 1.5737 -1.6304  -0.759
H 4.9573 -1.8479 0.2016  0.399
C -3.3619 3.3156 0.1053  0.269
C -3.9239 4.1708 -0.8273  -0.083
H -0.3796 3.7456 4.4260  0.338
C -6.0610 -0.3814 2.0352  -0.525
H 3.5437 3.2908 2.7676  0.378
S 2.8861 -1.0426 -0.6977  0.416

Forces on atoms 1 to 6 (eV/Å):
-0.012 0.000 0.016
0.041 0.098 0.029
0.039 0.024 -0.024
0.157 0.119 0.061
0.041 -0.107 0.065
0.052 -0.087 -0.015